Computed, not measured: C19H17F3N4O in the gas phase at a distorted geometry, with ωB97M-V/def2-TZVPD.

Structure (ORCA input):
```
! wB97M-V def2-TZVPD RIJCOSX def2/J DEFGRID3
* xyz 0 1
F -3.305 0.756 -2.917
F -3.291 2.778 -1.943
F -4.050 2.282 -4.045
N 0.185 1.660 1.853
N -0.255 1.715 3.073
N 0.464 -0.679 1.855
O 0.353 -3.157 3.366
C -1.417 -2.373 4.643
C -1.236 -3.851 4.883
C -0.493 -2.043 3.663
C -0.176 -4.222 4.018
C 0.525 0.536 1.199
C -0.466 0.483 3.680
C -0.134 -0.762 3.069
C 0.046 3.364 -4.811
C -1.299 3.069 -4.515
C 1.008 2.843 -3.974
C -0.593 1.702 -2.733
C -1.696 2.246 -3.411
C 0.766 1.974 -2.947
N 0.898 0.564 -0.170
C 0.594 -5.510 4.236
C -3.148 2.016 -3.137
C 1.339 -0.613 -0.946
C 1.489 1.803 -0.644
C 1.949 -0.111 -2.234
C 1.813 1.467 -2.079
H -2.030 -1.562 5.113
H -1.690 -4.603 5.561
H -0.994 0.752 4.567
H 0.375 3.953 -5.647
H -2.108 3.628 -5.105
H 1.998 3.142 -4.382
H -0.880 1.066 -1.882
H 0.805 -5.776 5.291
H 0.112 -6.291 3.613
H 1.593 -5.379 3.766
H 1.988 -1.396 -0.483
H 0.433 -1.194 -1.138
H 0.943 2.781 -0.580
H 2.374 1.855 -0.089
H 2.984 -0.397 -2.149
H 1.467 -0.495 -3.175
H 2.758 1.980 -2.317
*
```

The largest force on an atom comes out at 5.3 eV/A. The structure (SMILES) is Cc1ccc(-c2cnnc(N3CC[C@@H](c4cccc(C(F)(F)F)c4)C3)n2)o1. Its energy is -36135.6011 eV. The energy relative to the best compared isomer or geometry (same formula, charge and spin) comes out at 120.5 kcal per mole.



Computed, not measured: a molecular structure, C19H17F5N2PdS at a distorted geometry, with ωB97M-V/def2-TZVPD.

Structure (ORCA input):
```
! wB97M-V def2-TZVPD RIJCOSX def2/J DEFGRID3
* xyz 2 5
C -1.660 1.046 4.074
C -1.769 -0.386 3.970
H -1.139 1.482 4.925
H -2.511 1.574 3.739
H -0.998 1.459 3.277
H -1.571 -0.601 2.863
H -0.977 -0.955 4.475
H -2.764 -0.801 4.086
C -0.005 2.483 -1.943
C 0.200 3.418 -2.959
C 0.310 2.962 -4.270
C 0.253 1.587 -4.497
H -0.108 2.749 -0.869
H 0.260 4.487 -2.707
H 0.441 3.703 -5.089
H 0.331 1.203 -5.476
N -0.088 1.165 -2.225
C 0.074 0.644 -3.470
C -0.024 -0.809 -3.493
N -0.233 -1.351 -2.270
C -0.398 -2.674 -2.060
C -0.188 -3.106 -4.418
C -0.394 -3.584 -3.128
H -0.541 -2.966 -1.003
H -0.566 -4.649 -2.936
C 0.006 -1.732 -4.562
H 0.156 -1.330 -5.524
H -0.193 -3.818 -5.273
Pd -0.619 -0.092 -0.682
C -2.585 -0.173 -0.582
H -2.891 -1.163 -0.950
H -2.806 0.644 -1.274
H -2.893 0.045 0.439
F 2.677 0.152 6.049
C 2.425 0.060 4.698
C 2.324 1.220 3.942
F 2.444 2.437 4.543
C 2.065 1.143 2.573
F 1.866 2.267 1.881
C 1.880 -0.128 1.942
S 1.588 -0.310 0.260
C 2.029 -1.292 2.753
F 1.802 -2.494 2.209
C 2.305 -1.191 4.113
F 2.486 -2.324 4.846
*
```

The largest force on an atom comes out at 3.9 eV/A. Its energy is -50838.8422 eV. Its expectation value of S² is 6.0366.



Computed, not measured: C19H17FN2O4S in the gas phase, with ωB97M-V/def2-TZVPD.

Structure (ORCA input):
```
! wB97M-V def2-TZVPD RIJCOSX def2/J DEFGRID3
* xyz 0 1
C -1.851 -3.113 -1.432
H -1.715 -2.667 -2.419
H -2.705 -2.645 -0.938
H -2.002 -4.187 -1.507
O -0.685 -2.922 -0.639
C -0.036 -1.778 -0.784
O -0.326 -0.928 -1.593
C 1.143 -1.627 0.194
N 2.269 -0.970 -0.437
H 2.501 -1.361 -1.341
C 2.073 0.471 -0.487
C 3.389 1.159 -0.348
C 3.780 2.369 -0.829
C 5.101 2.705 -0.453
C 5.685 1.744 0.305
S 4.640 0.406 0.582
H 6.673 1.733 0.721
H 5.588 3.619 -0.741
H 3.145 2.998 -1.426
H 1.587 0.815 -1.413
C 1.132 0.757 0.712
C -0.160 1.420 0.278
O -0.282 2.445 -0.330
N -1.209 0.634 0.740
C -0.802 -0.526 1.373
O -1.535 -1.341 1.865
C 0.709 -0.594 1.272
H 1.162 -0.850 2.229
C -2.571 0.925 0.474
C -2.955 1.263 -0.818
C -4.282 1.541 -1.086
C -5.202 1.464 -0.056
C -4.836 1.118 1.232
C -3.506 0.851 1.499
H -3.195 0.576 2.494
H -5.583 1.064 2.008
F -6.498 1.729 -0.317
H -4.607 1.809 -2.078
H -2.216 1.300 -1.602
H 1.629 1.393 1.448
C 1.559 -2.959 0.801
H 0.749 -3.365 1.400
H 2.437 -2.805 1.423
H 1.807 -3.671 0.018
*
```

The largest force on an atom comes out at 0.5 eV/A. The structure (SMILES) is COC(=O)[C@@]1(C)N[C@H](c2cccs2)[C@H]2C(=O)N(c3ccc(F)cc3)C(=O)[C@H]21. Its energy is -44703.2120 eV. The energy relative to the best compared isomer or geometry (same formula, charge and spin) comes out at 0.0 kcal per mole.



Computed, not measured: a molecular structure, C19H17FeN8S at a distorted geometry, with ωB97M-V/def2-TZVPD.

Structure (ORCA input):
```
! wB97M-V def2-TZVPD RIJCOSX def2/J DEFGRID3
* xyz 2 6
Fe -0.928 0.661 -0.393
C 1.007 4.143 -1.649
C 1.986 4.319 -0.609
C 2.329 3.289 0.234
C 1.642 2.045 0.084
N 0.564 1.983 -0.764
C 0.340 2.946 -1.683
N 2.120 0.971 0.776
C 1.614 -0.235 0.639
N 0.491 -0.586 -0.119
C 0.314 -1.966 -0.103
N -0.550 -2.648 -0.821
C -1.405 -2.022 -1.695
C -2.055 -2.849 -2.645
C -2.763 -2.222 -3.668
C -2.943 -0.806 -3.677
C -2.401 -0.094 -2.632
N -1.658 -0.672 -1.668
C 1.375 -2.543 0.774
C 1.645 -3.864 1.143
C 2.717 -4.087 2.005
C 3.504 -3.029 2.496
C 3.257 -1.721 2.089
C 2.215 -1.475 1.205
H 0.770 4.948 -2.354
H 2.511 5.282 -0.593
H 3.165 3.313 0.911
H -0.400 2.716 -2.444
H -1.880 -3.917 -2.537
H -3.150 -2.798 -4.525
H -3.514 -0.317 -4.467
H -2.538 0.982 -2.532
H 1.028 -4.684 0.778
H 2.966 -5.124 2.247
H 4.323 -3.219 3.168
H 3.909 -0.923 2.357
N -1.960 -0.175 1.264
N -1.583 0.804 2.202
C -1.909 2.072 1.883
N -1.982 2.987 2.874
S -2.327 2.446 0.238
H -2.974 -0.107 1.094
H -1.782 -1.132 1.603
H -1.203 0.547 3.110
H -1.613 2.840 3.805
H -2.276 3.919 2.600
*
```

The largest force on an atom comes out at 1.9 eV/A. Its energy is -77108.0770 eV. The energy relative to the best compared isomer or geometry (same formula, charge and spin) comes out at 0.0 kcal per mole. Its expectation value of S² is 8.7673.



Computed, not measured: a gas-phase ion, C19H17N2O2 (charge +1) at a distorted geometry, with ωB97M-V/def2-TZVPD.

Structure (ORCA input):
```
! wB97M-V def2-TZVPD RIJCOSX def2/J DEFGRID3
* xyz 1 1
O 1.282 -0.802 2.333
O 2.108 3.631 0.874
C 1.294 0.385 1.994
C 5.001 -0.211 2.264
C 4.254 0.554 1.369
C -3.551 -1.956 -2.492
C -3.002 -3.153 -1.962
C -3.027 -0.731 -2.149
C -1.936 -3.104 -1.078
C -1.592 1.818 -0.769
C -1.990 -0.689 -1.248
C -1.383 0.434 -0.620
C -1.400 -1.865 -0.724
C -0.441 -0.036 0.265
C -0.768 2.708 -0.021
C 0.300 0.916 1.027
N -0.493 -1.424 0.198
N 0.124 2.240 0.878
C 3.095 2.608 0.593
C 1.406 2.608 3.001
C 0.953 3.221 1.686
C 3.477 1.759 1.816
C 2.266 1.369 2.668
H 5.574 -1.074 1.894
H 4.988 -0.063 3.325
H 4.270 0.237 0.327
H -4.441 -2.012 -3.142
H -3.388 -4.132 -2.210
H -3.448 0.221 -2.519
H -1.555 -4.061 -0.664
H -2.320 2.180 -1.525
H -0.825 3.769 -0.216
H 0.019 -2.019 0.811
H 2.667 1.914 -0.194
H 4.003 3.050 0.187
H 0.544 2.274 3.590
H 1.955 3.290 3.661
H 0.368 4.084 1.921
H 4.170 2.348 2.435
H 2.610 0.881 3.583
*
```

The largest force on an atom comes out at 4.0 eV/A. The structure (SMILES) is C=C[C@H]1CO[C@@H]2C[C@H]1C(=O)c1c3[nH]c4ccccc4c3cc[n+]12. Its energy is -27047.3197 eV. The energy relative to the best compared isomer or geometry (same formula, charge and spin) comes out at 1.6 kcal per mole.



Computed, not measured: a molecular structure, C19H17N4O3Pd, with ωB97M-V/def2-TZVPD.

Structure (ORCA input):
```
! wB97M-V def2-TZVPD RIJCOSX def2/J DEFGRID3
* xyz -1 1
Pd -0.415 0.872 0.076
C 2.069 1.317 -3.227
C 1.053 0.615 -2.360
O 1.258 0.764 -1.089
C 0.076 -0.159 -2.930
C -0.713 -1.085 -2.162
C -1.167 -2.369 -2.797
N -0.941 -0.877 -0.912
N -1.421 -1.916 -0.131
C -0.941 -1.772 1.076
O -0.170 -0.827 1.462
C -1.326 -2.808 2.082
C -1.045 -2.584 3.425
C -1.395 -3.528 4.380
C -2.024 -4.705 4.001
C -2.307 -4.932 2.659
C -1.962 -3.988 1.705
H 2.235 2.327 -2.850
H 1.747 1.357 -4.267
H 3.020 0.781 -3.178
H 0.048 -0.238 -4.008
H -1.038 -2.326 -3.878
H -2.210 -2.563 -2.548
H -0.589 -3.204 -2.399
H -0.560 -1.657 3.699
H -1.180 -3.341 5.426
H -2.297 -5.442 4.746
H -2.801 -5.848 2.357
H -2.180 -4.144 0.657
N -0.249 2.680 0.211
C 0.923 3.317 -0.118
C 2.168 2.955 0.418
C 3.299 3.687 0.106
C 3.229 4.749 -0.788
C 2.003 5.106 -1.341
C 0.855 4.423 -0.982
H 2.217 2.098 1.076
H 4.252 3.406 0.537
H 4.123 5.300 -1.048
H 1.942 5.937 -2.033
H -0.115 4.705 -1.371
O -2.763 1.552 3.239
C -2.465 1.308 2.112
N -2.246 1.058 0.966
*
```

The largest force on an atom comes out at 0.2 eV/A. Its energy is -35560.7043 eV. The energy relative to the best compared isomer or geometry (same formula, charge and spin) comes out at 0.9 kcal per mole.